Record 1
The following is a quantum chemistry calculation of 2 unconnected molecules or ions with the total composition C5H9NO in a non-equilibrium geometry, from the Open Molecules 2025 dataset.

Output
LUMO energy ... -0.008 hartree
Relative energy (zero: lowest compared OMol25 entry of this formula, charge and spin) ... 138.8 kcal/mol
Total charge ... 0
HOMO level ... -9.2 eV

XYZ file:
```
16
C5H9NO (wB97M-V/def2-TZVPD)
C -2.7687 -0.7614 0.5559
O -1.3738 -0.8253 0.7046
C -0.7228 0.3426 0.2816
C 0.7600 0.0535 0.4818
C 2.7869 -0.3812 -1.6410
C 1.6637 1.0431 -0.1172
N 2.3785 1.8554 -0.5494
H -3.1682 -1.7216 0.8907
H -3.0519 -0.5990 -0.4957
H -3.2016 0.0451 1.1679
H -1.0462 1.2157 0.8715
H -0.9343 0.5532 -0.7799
H 0.9929 -0.0577 1.5455
H 3.8220 -0.3136 -1.2418
H 1.0093 -0.8766 -0.0313
H 2.8311 0.2259 -2.5656
```



Record 2
The following is a quantum chemistry calculation of a molecular structure, C5H9NO, from the Open Molecules 2025 dataset.

Output
LUMO energy ... 0.034 hartree
Relative energy (zero: lowest compared OMol25 entry of this formula, charge and spin) ... 148.9 kcal/mol
Total charge ... 0
HOMO level ... -8.7 eV

XYZ file:
```
16
C5H9NO (wB97M-V/def2-TZVPD)
C 1.8571 0.1040 0.6960
C 0.7596 0.0102 -0.3480
N -0.1989 -1.1163 -0.2237
C -1.0016 -0.4483 0.8665
C -1.0736 0.6436 -0.1973
O -1.3798 1.9167 -0.1995
C -1.1577 -0.4976 -1.2098
H 2.4668 -0.8118 0.7106
H 2.5242 0.9411 0.4655
H 1.4737 0.2528 1.7099
H 1.1756 0.0397 -1.3648
H -0.4743 -0.2574 1.8024
H -1.9531 -0.9498 1.0672
H -0.1331 1.5293 -0.3121
H -0.7615 -0.3457 -2.2185
H -2.1232 -1.0106 -1.2445
```



Record 3
The following is a quantum chemistry calculation of C5H9NO in the gas phase, from the Open Molecules 2025 dataset.

Output
LUMO energy ... 0.040 hartree
Relative energy (zero: lowest compared OMol25 entry of this formula, charge and spin) ... 51.1 kcal/mol
Total charge ... 0
HOMO level ... -10.1 eV

XYZ file:
```
16
C5H9NO (wB97M-V/def2-TZVPD)
H 0.5050 2.1154 1.0946
N 1.2018 1.7887 0.4231
C 1.2158 0.5279 0.3538
C 2.0927 -0.2143 -0.6136
O 0.3946 -0.3250 1.0673
C -0.9575 -0.0275 0.8262
C -1.8066 -1.0785 0.1990
C -1.3597 0.1118 -0.6088
H 3.0913 -0.3675 -0.2003
H 1.6591 -1.1942 -0.8295
H 2.1768 0.3654 -1.5364
H -1.4099 0.6236 1.5719
H -1.3261 -2.0240 -0.0297
H -2.8418 -1.1375 0.5177
H -0.5912 -0.0710 -1.3589
H -2.0444 0.9068 -0.8766
```



Record 4
The following is a quantum chemistry calculation of 2 unconnected molecules or ions with the total composition C5H9NO in a non-equilibrium geometry, from the Open Molecules 2025 dataset.

Output
LUMO energy (alpha / beta) ... -0.037 / -0.068 hartree
Relative energy (zero: lowest compared OMol25 entry of this formula, charge and spin) ... 152.1 kcal/mol
Total charge ... 0
HOMO level (alpha / beta) ... -10.4 / -10.1 eV

XYZ file:
```
16
C5H9NO (wB97M-V/def2-TZVPD)
C 0.7358 1.1371 -1.0552
C 1.0248 -0.1742 -0.2492
O 1.8303 -0.5020 0.8179
C -0.4229 -0.9686 0.2106
C -1.1741 -0.1913 1.2840
C -1.2030 -1.2199 -0.9801
N -1.7540 -1.3649 -1.9859
H 0.0867 0.8616 -1.9090
H 1.6297 1.6099 -1.4801
H 0.1824 1.8946 -0.4741
H 1.5103 -0.8320 -0.9886
H 1.6617 1.6090 1.4130
H -0.0806 -1.9380 0.6121
H -1.7039 -0.8669 1.9638
H -1.8754 0.5544 0.8944
H -0.4477 0.3912 1.9265
```



Record 5
The following is a quantum chemistry calculation of a molecular structure, C5H9NO in a non-equilibrium geometry, from the Open Molecules 2025 dataset.

Output
LUMO energy ... 0.018 hartree
Relative energy (zero: lowest compared OMol25 entry of this formula, charge and spin) ... 143.6 kcal/mol
Total charge ... 0
HOMO level ... -9.9 eV

XYZ file:
```
16
C5H9NO (wB97M-V/def2-TZVPD)
C 1.6169 0.4370 0.7740
C 0.1650 1.1416 1.1310
C -0.3993 1.6398 -0.2356
C -0.2512 0.6635 -1.4467
C -0.3633 -1.5130 -0.1170
H 2.1277 1.0140 -0.1225
H 1.3610 -0.9085 0.5155
H 2.4806 0.6008 1.7690
H 0.0679 2.0948 1.7475
H -0.7564 0.4681 1.8906
H -1.4554 2.3779 -0.2858
H 0.2356 2.3679 -0.8753
H -0.7470 1.1899 -2.3143
H 0.8195 0.7780 -1.8557
N -0.7928 -0.6199 -0.8571
O -0.3991 -2.4822 0.6121
```



Record 6
The following is a quantum chemistry calculation of C5H9NO in the gas phase, from the Open Molecules 2025 dataset.

Output
LUMO energy ... 0.034 hartree
Relative energy (zero: lowest compared OMol25 entry of this formula, charge and spin) ... 21.1 kcal/mol
Total charge ... 0
HOMO level ... -9.6 eV

XYZ file:
```
16
C5H9NO (wB97M-V/def2-TZVPD)
H -1.0192 1.7374 2.5213
N -0.7165 2.0417 1.5983
C -0.2837 1.0466 0.9471
C 0.0069 1.2366 -0.5290
C 0.4893 -0.0012 -1.2837
C -0.1359 -1.2522 -0.6739
C 0.2438 -1.3253 0.7925
O -0.2184 -0.1862 1.5230
H -0.9545 1.5713 -0.9323
H 0.6875 2.0859 -0.6442
H 1.5834 -0.0832 -1.2294
H 0.2238 0.0932 -2.3419
H -1.2311 -1.2145 -0.7527
H 0.2022 -2.1571 -1.1906
H 1.3349 -1.4057 0.9060
H -0.2125 -2.1874 1.2893
```



Record 7
The following is a quantum chemistry calculation of 2 unconnected molecules or ions with the total composition C5H9NO, from the Open Molecules 2025 dataset.

Output
LUMO energy ... 0.015 hartree
Relative energy (zero: lowest compared OMol25 entry of this formula, charge and spin) ... 135.3 kcal/mol
Total charge ... 0
HOMO level ... -9.0 eV

XYZ file:
```
16
C5H9NO (wB97M-V/def2-TZVPD)
C -1.0759 2.2874 1.7332
O -0.5831 0.9892 1.4906
C 0.0199 0.8710 0.2226
C 0.4651 -0.6005 0.1179
C 0.2197 -3.0573 -1.7553
C 1.0609 -1.0703 -1.1543
N 1.6033 -1.3080 -2.1568
H -1.5268 2.2903 2.7299
H -1.8430 2.5704 0.9957
H -0.2682 3.0352 1.7027
H 0.8664 1.5738 0.1424
H -0.7046 1.1214 -0.5673
H 1.1516 -0.8076 0.9479
H 1.1210 -3.6886 -1.8643
H -0.4026 -1.2509 0.2246
H -0.1036 -2.9555 -2.8097
```



Record 8
The following is a quantum chemistry calculation of C5H9NO in the gas phase in a non-equilibrium geometry, from the Open Molecules 2025 dataset.

Output
LUMO energy ... 0.015 hartree
Relative energy (zero: lowest compared OMol25 entry of this formula, charge and spin) ... 106.6 kcal/mol
Total charge ... 0
HOMO level ... -8.0 eV

XYZ file:
```
16
C5H9NO (wB97M-V/def2-TZVPD)
C 1.1732 -1.1868 0.6906
C -0.2298 0.2970 -0.8750
C 0.1797 -0.0746 0.4939
N -1.0357 1.4171 -0.9950
C -0.6491 0.2316 1.6125
C 0.2540 -0.3667 -1.9470
O -1.4475 1.2893 1.7330
H 0.1197 1.2690 1.4485
H -1.5997 1.6548 -0.1864
H -1.4584 1.5632 -1.8971
H -0.4738 -0.3726 2.5123
H 1.3904 -1.3319 1.7484
H 0.7790 -2.1299 0.3041
H 2.1049 -0.9811 0.1632
H 0.9090 -1.2152 -1.8573
H -0.0159 -0.0631 -2.9487
```



Record 9
The following is a quantum chemistry calculation of C5H9NO in the gas phase, from the Open Molecules 2025 dataset.

Output
LUMO energy ... 0.027 hartree
Relative energy (zero: lowest compared OMol25 entry of this formula, charge and spin) ... 32.4 kcal/mol
Total charge ... 0
HOMO level ... -9.8 eV

XYZ file:
```
16
C5H9NO (wB97M-V/def2-TZVPD)
H 1.5578 -1.1234 1.4710
N 1.0046 -0.3352 1.7977
C 0.4228 0.3422 0.9189
C -0.3818 1.5295 1.3349
C 0.4226 0.0397 -0.5826
C -0.4896 -1.1531 -0.8748
C 1.8210 -0.1880 -1.1028
O 2.7960 0.4173 -0.7590
H -1.3987 1.4505 0.9540
H 0.0666 2.4330 0.9247
H -0.3996 1.5990 2.4178
H 0.0445 0.9218 -1.1137
H -0.1426 -2.0375 -0.3439
H -1.5053 -0.9401 -0.5497
H -0.5064 -1.3707 -1.9408
H 1.8847 -0.9826 -1.8753
```



Record 10
The following is a quantum chemistry calculation of a molecular structure, C5H9NO in a non-equilibrium geometry, from the Open Molecules 2025 dataset.

Output
LUMO energy ... -0.018 hartree
Relative energy (zero: lowest compared OMol25 entry of this formula, charge and spin) ... 132.3 kcal/mol
Total charge ... 0
HOMO level ... -8.7 eV

XYZ file:
```
16
C5H9NO (wB97M-V/def2-TZVPD)
C 1.0324 0.3225 -1.5926
C 0.5069 -0.0901 -0.2647
C 1.3306 -0.1747 1.0040
C -0.0072 -0.3365 1.7797
C -0.6512 -0.2099 0.4304
N -2.0248 -0.0139 0.1551
O -2.7230 -0.0990 1.1440
H 1.9299 -0.2485 -1.8634
H 1.3488 1.3639 -1.4479
H 0.3169 0.3000 -2.4164
H -2.0414 -0.1072 -2.2351
H 2.0529 -0.9921 1.1037
H 1.8467 0.7761 1.1854
H -0.2486 0.4807 2.4659
H -0.1543 -1.2936 2.2829
H -2.5148 0.3224 -1.7308
```



Record 11
The following is a quantum chemistry calculation of C5H9NO in the gas phase, from the Open Molecules 2025 dataset.

Output
LUMO energy (alpha / beta) ... 0.027 / 0.027 hartree
Relative energy (zero: lowest compared OMol25 entry of this formula, charge and spin) ... 92.2 kcal/mol
Total charge ... 0
HOMO level (alpha / beta) ... -7.0 / -7.0 eV

XYZ file:
```
16
C5H9NO (wB97M-V/def2-TZVPD)
C -1.3302 1.4450 0.2404
C -0.7553 0.0917 0.0003
N -0.8065 -0.6086 -1.1324
C 0.4527 -1.2225 -1.0222
O 0.4067 -2.6134 -1.0641
C 0.5804 -0.5043 0.3586
C 1.6712 0.5305 0.5989
H -0.7444 2.2460 -0.2343
H -1.3613 1.6430 1.3156
H -2.3543 1.5001 -0.1447
H -0.3144 -2.9057 -0.4784
H -1.5021 -0.6554 -1.8718
H 0.5522 -1.2687 1.1413
H 1.7131 1.2457 -0.2302
H 2.6555 0.0626 0.6842
H 1.4777 1.0886 1.5225
```



Record 12
The following is a quantum chemistry calculation of C5H9NO in the gas phase, from the Open Molecules 2025 dataset.

Output
LUMO energy ... 0.037 hartree
Relative energy (zero: lowest compared OMol25 entry of this formula, charge and spin) ... 63.5 kcal/mol
Total charge ... 0
HOMO level ... -9.5 eV

XYZ file:
```
16
C5H9NO (wB97M-V/def2-TZVPD)
H -0.5768 -1.3312 -2.4070
N -0.3889 -1.9986 -1.6729
C -0.0447 -1.4207 -0.6009
C -0.1145 -2.4301 0.5469
O 0.1585 -0.0519 -0.6713
C 0.5426 0.9369 0.2636
C -0.4929 1.9135 0.7373
C 0.5343 2.3449 -0.2766
H 0.7527 -2.5581 1.1930
H -1.0360 -2.2760 1.1184
H -0.2731 -3.3719 0.0039
H 1.3621 0.6657 0.9226
H -1.4995 1.7591 0.3616
H -0.4296 2.2958 1.7528
H 0.1887 2.4824 -1.2981
H 1.3171 3.0402 0.0267
```



Look up the relative energy (zero: lowest compared OMol25 entry of this formula, charge and spin) of the fourth one.
152.1 kcal/mol



What is the relative energy (zero: lowest compared OMol25 entry of this formula, charge and spin) in the seventh record?
135.3 kcal/mol